[1]
This record from the Open Molecules 2025 dataset describes a 2-piece molecular cluster, C18H28N2O9S2 overall. The level of theory is ωB97M-V/def2-TZVPD.

Computed properties:
- LUMO level (Ha) = -0.031
- structure (SMILES) = CNC[C@]1(CCCCO)OS(=O)(=O)O[C@]1(S)CCOC(C)=O.O=[N+]([O-])c1ccccc1
- Kohn-Sham gap (eV) = 8.4496
- F_max (eV/A) = 0.7
- highest occupied orbital energy (eV) = -9.29

```
! wB97M-V def2-TZVPD RIJCOSX def2/J DEFGRID3
* xyz 0 1
S 0.2679 -0.7269 -2.4479
S 0.9608 -3.8436 -2.0091
O 1.4140 -5.0623 -1.4408
O -0.0273 3.7805 1.6761
O 0.5592 2.5260 0.0316
O -4.3203 1.7064 -0.1044
O -0.5385 -3.5338 -1.6045
O 1.6317 -2.6585 -1.1434
O 3.4139 -0.9979 0.7036
O 3.4466 0.2795 2.5532
O 1.1180 -3.6254 -3.4009
N -1.5008 -3.9714 1.3784
N 0.3363 3.6146 0.5318
C -2.2914 -1.1003 0.8137
C 0.5112 4.8016 -0.3207
C -3.1452 0.9934 -0.4871
C 2.4981 -0.1633 -0.0184
C 1.0624 -0.6373 0.1596
C 0.2879 6.0515 0.2269
C 3.4914 -2.0976 2.8272
C 3.4447 -0.8085 2.0517
C 1.0331 5.7428 -2.4407
C -1.9249 -1.8488 -0.4866
C 0.6217 -1.6713 -0.8620
C -2.3707 0.4312 0.7130
C -0.3004 -3.3893 0.7954
C -2.0803 -5.0557 0.5879
C 0.4425 7.1631 -0.5852
C -0.5855 -2.5692 -0.4819
C 0.8846 4.6218 -1.6402
C 0.8113 7.0090 -1.9153
H -1.9632 -1.1997 -1.3601
H 0.9258 7.8806 -2.5460
H 2.8055 -0.2092 -1.0601
H -2.9553 -5.4429 1.1084
H -1.6112 -1.3608 1.6225
H 2.6353 -2.1308 3.5005
H 0.1378 -2.7233 1.5379
H 1.0519 3.6284 -2.0293
H 3.4727 -2.9594 2.1648
H -2.9027 0.7744 1.6048
H 0.4164 0.2220 0.0090
H -1.2736 -4.3290 2.2964
H -4.0525 2.4610 0.4277
H -1.3792 0.8820 0.7784
H 4.3980 -2.1328 3.4297
H -2.4963 1.6593 -1.0668
H -2.4139 -4.6898 -0.3811
H -3.2691 -1.4576 1.1361
H 0.4535 -4.1522 0.5798
H 0.2730 8.1504 -0.1784
H 0.9066 -0.9961 1.1776
H 1.3208 5.6260 -3.4764
H 1.3326 -1.1872 -3.1109
H 2.5874 0.8653 0.3264
H -1.3769 -5.8768 0.3964
H -3.5010 0.2072 -1.1514
H -2.6754 -2.6188 -0.6601
H 0.0011 6.1493 1.2631
*
```

[2]
This record from the Open Molecules 2025 dataset describes a 3-piece molecular cluster, C18H28N3O4 overall. The level of theory is ωB97M-V/def2-TZVPD.

Computed properties:
- LUMO level (Ha) = 0.096
- Kohn-Sham gap (eV) = 3.9978
- F_max (eV/A) = 2.5
- highest occupied orbital energy (eV) = -1.40

```
! wB97M-V def2-TZVPD RIJCOSX def2/J DEFGRID3
* xyz -1 1
O 2.4892 0.4263 0.4106
O -0.4548 -3.0827 -4.3925
O -1.5312 2.9292 0.9455
O -4.1451 0.4072 0.3018
N -2.9888 0.1638 2.1918
N -0.8956 4.2881 -0.7806
N 3.8769 1.6788 1.6425
C 2.6340 1.3792 1.1497
C 3.2743 -3.9243 -2.1475
C -1.4127 3.0274 -0.2759
C 4.2535 2.7604 2.5276
C 1.4849 2.2663 1.5588
C -0.7369 -0.4128 -1.8447
C -4.7563 -1.4633 1.6643
C 0.8542 -2.9759 -1.0285
C 3.1296 -3.9290 -0.7066
C -0.6941 -0.9503 -3.3327
C -2.6046 -0.4481 3.4446
C -0.0765 -2.3961 -3.4506
C -3.9547 -0.2326 1.3224
C 2.2365 -3.4342 -3.0497
C 0.9931 -2.9386 -2.4713
C -0.5311 1.1464 -1.7642
C -1.8402 1.8872 -1.2364
C 1.8854 -3.4512 -0.1269
H 4.6959 2.3339 3.4313
H -2.5766 1.2071 -0.7427
H -4.1000 -2.3322 1.7399
H 1.3566 2.2378 2.6432
H 4.5953 1.0445 1.3275
H -3.1974 -1.3317 3.6665
H 2.3597 -3.4141 -4.1570
H 4.2092 -4.2908 -2.6260
H 1.6635 3.2914 1.2267
H -2.7346 0.2852 4.2442
H -1.7367 -0.9343 -3.7463
H 0.0058 -0.2764 -3.9110
H 3.4021 3.3774 2.8009
H -5.4827 -1.6479 0.8749
H 0.5693 1.9102 1.0960
H -0.8811 4.9802 -0.0293
H -2.4944 0.9979 1.8906
H 0.0827 4.1734 -1.0689
H 3.9734 -4.2860 -0.0818
H 5.0016 3.3783 2.0250
H -0.0971 -2.5715 -0.6095
H 1.6773 -3.4151 0.9601
H 0.3156 1.3996 -1.0603
H -2.3285 2.3747 -2.1275
H -5.2952 -1.3151 2.6025
H -0.2684 1.5463 -2.7816
H -1.5499 -0.7255 3.3860
H -1.7826 -0.6424 -1.4725
*
```

[3]
This record from the Open Molecules 2025 dataset describes C18H28N5O10P2RbS3 as an isolated structure. The level of theory is ωB97M-V/def2-TZVPD.

Computed properties:
- LUMO level (Ha) = 0.139
- relative energy (zero: lowest compared OMol25 entry of this formula, charge and spin) (kcal/mol) = 17.64
- Kohn-Sham gap (eV) = 6.9478
- F_max (eV/A) = 0.7
- highest occupied orbital energy (eV) = -3.17

```
! wB97M-V def2-TZVPD RIJCOSX def2/J DEFGRID3
* xyz -2 1
Rb 0.2755 -0.8530 0.7086
S 3.3447 3.0687 2.8341
S -1.9952 -3.6765 1.5546
S -0.1791 -0.3630 -2.6994
P 3.3694 -2.3041 -0.2687
P 3.5905 -1.0902 2.3205
O -0.7344 1.0683 3.3819
O 2.7736 -0.9861 -0.7327
O 4.2273 -1.9863 1.0904
O 2.2460 -1.7088 2.6557
O -1.6464 -0.1366 -2.9963
O 4.1777 -3.0936 -1.2215
O 3.3790 0.3305 1.5636
O 2.1793 -3.2352 0.3289
O 4.5935 -0.9286 3.3924
O -2.0159 -3.6577 3.0490
N -0.5610 -1.1446 3.8389
N -0.6617 2.1316 0.1252
N 2.2124 3.3399 0.5547
N -2.2637 -2.4466 0.7969
N -1.1353 3.4441 1.8692
C -4.3477 1.7012 0.0501
C -1.8502 -3.1003 -3.9443
C -0.1733 2.8640 1.0871
C 1.6674 2.8314 2.7455
C -2.7606 -0.2166 3.5144
C 3.3625 3.4023 1.1470
C -1.2657 -0.0274 3.5817
C 2.2403 0.1002 -3.9675
C 2.7103 1.2086 -3.0320
C 0.1984 -2.1671 -2.7645
C 1.2372 3.0277 1.4677
C 0.7310 0.1149 -4.1825
C -3.6548 3.1753 1.8548
C -2.3511 2.9770 1.4179
C -1.0555 -3.0202 -2.6432
C -2.0363 2.1696 0.3180
C -4.6491 2.5177 1.1520
C -3.0488 1.5177 -0.3845
H -1.0270 -2.0492 3.8017
H -3.8824 3.7920 2.7155
H 3.7984 1.2119 -2.9597
H 4.2931 3.6089 0.6407
H 0.8837 -2.3346 -1.9319
H -1.6923 -2.6469 -1.8381
H -1.2293 -3.4983 -4.7536
H -2.9873 -0.8065 2.6207
H 2.5552 -0.8674 -3.5679
H -0.9554 3.8751 2.7574
H 2.3846 2.1868 -3.3976
H 3.2212 0.1469 0.6075
H -5.6790 2.6276 1.4699
H 1.0928 2.4472 3.5739
H -3.2532 0.7510 3.4566
H -2.8102 0.8819 -1.2294
H 2.3276 1.0564 -2.0268
H 2.7188 0.2176 -4.9453
H 0.4032 -0.5763 -4.9636
H 2.0631 -2.9975 1.2758
H -3.1147 -0.7825 4.3768
H -2.7143 -3.7575 -3.8291
H -0.7354 -4.0204 -2.3396
H 0.4505 -1.1282 3.7127
H -2.2050 -2.1106 -4.2279
H 0.3667 1.1177 -4.4161
H 0.7474 -2.3792 -3.6850
H -5.1507 1.1862 -0.4615
*
```

[4]
This record from the Open Molecules 2025 dataset describes C18H28N6OSSbSr as an isolated structure. The level of theory is ωB97M-V/def2-TZVPD.

Computed properties:
- LUMO level (Ha) = -0.088
- relative energy (zero: lowest compared OMol25 entry of this formula, charge and spin) (kcal/mol) = 0.00
- Kohn-Sham gap (eV) = 7.8180
- F_max (eV/A) = 3.1
- highest occupied orbital energy (eV) = -10.20

```
! wB97M-V def2-TZVPD RIJCOSX def2/J DEFGRID3
* xyz 1 1
Sb -0.0397 -3.4771 -0.0386
Sr -0.1585 -0.4585 0.1951
S 2.6869 0.2428 -0.1000
O -2.1243 0.0497 0.4542
N 1.7057 2.8254 -0.0214
N -1.0851 0.0147 4.5565
N 3.7946 2.7219 -0.0122
N 0.3662 2.4486 -0.0464
N -0.2761 0.0208 2.5293
N 3.5132 4.0664 0.0273
C -1.0962 -6.1543 -1.2716
C 1.3905 5.3397 0.0528
C -1.3832 -4.6522 -1.2328
C 2.3723 -4.6211 -1.5270
C -1.0689 -5.3916 2.2290
C -4.4319 0.0655 0.9755
C -3.0845 0.0557 1.3651
C -0.6752 -3.9367 1.9681
C -5.4515 0.0585 1.9016
C 1.7039 -4.7078 -0.1515
C -2.7925 0.0393 2.7468
C 2.7303 1.9251 -0.0433
C -3.8496 0.0337 3.6668
C 0.7750 0.0062 3.4373
C 0.2862 0.0014 4.6986
C 2.2244 4.1140 0.0213
C -5.1666 0.0430 3.2677
C -1.4030 0.0255 3.2396
H 1.4057 -5.7287 0.0879
H 1.8031 0.0020 3.1126
H 0.7597 5.4093 -0.8341
H -1.7448 0.0199 5.3139
H 2.0458 6.2056 0.0825
H -1.3076 -5.5420 3.2843
H -0.1047 -6.3659 -1.6756
H -1.5036 -3.2616 2.1949
H -0.2641 -6.0832 1.9755
H -4.6402 0.0789 -0.0871
H -5.9620 0.0383 4.0009
H 3.2443 -5.2760 -1.5790
H 4.7508 2.4074 -0.0208
H -0.0964 2.8671 -0.8442
H -1.1549 -6.6125 -0.2846
H 0.7474 5.3553 0.9333
H 0.1607 -3.6317 2.6011
H 2.7121 -3.6065 -1.7457
H -1.9502 -5.6770 1.6535
H 2.3765 -4.3691 0.6376
H 1.6948 -4.9202 -2.3303
H -6.4810 0.0651 1.5657
H -0.0940 2.7370 0.8098
H -3.6456 0.0205 4.7316
H -1.3276 -4.2215 -2.2325
H -1.8200 -6.6620 -1.9133
H -2.3846 -4.4390 -0.8547
H 0.7693 -0.0090 5.6607
*
```